Computed, not measured: C41H32N6OPS4ScSe as an isolated structure at a distorted geometry, with wB97M-V/def2-TZVPD.

Geometry (Å):
Sc  1.76  -0.12  -0.95
C  4.49  -1.48  3.89
C  3.26  -0.97  3.51
C  3.04  -0.57  2.21
C  4.07  -0.67  1.28
C  5.31  -1.19  1.64
C  5.51  -1.60  2.95
N  3.81  -0.26  -0.07
N  4.85  0.05  -0.71
C  4.59  0.31  -2.07
C  5.67  0.70  -2.86
C  5.45  0.86  -4.21
C  4.18  0.63  -4.72
C  3.16  0.29  -3.86
N  3.36  0.15  -2.54
H  4.66  -1.80  4.90
H  2.46  -0.87  4.24
H  2.08  -0.14  1.92
H  6.08  -1.29  0.90
H  6.46  -2.01  3.23
H  6.64  0.83  -2.40
H  6.26  1.15  -4.87
H  3.97  0.72  -5.78
H  2.14  0.09  -4.19
S  1.65  -4.79  -2.43
C  1.78  -3.21  -2.01
S  0.68  -1.96  -2.50
S  3.06  -2.58  -1.00
O  0.27  -0.68  0.36
P  -0.80  -1.12  1.34
C  -0.68  -2.87  1.67
C  0.52  -3.51  1.38
C  0.63  -4.88  1.58
C  -0.45  -5.59  2.09
C  -1.64  -4.95  2.39
C  -1.76  -3.59  2.17
C  -2.42  -0.82  0.63
C  -3.36  0.05  1.18
C  -4.58  0.23  0.55
C  -4.87  -0.46  -0.62
C  -3.94  -1.34  -1.16
C  -2.72  -1.53  -0.53
C  -0.65  -0.20  2.88
C  -0.59  1.19  2.81
C  -0.42  1.93  3.97
C  -0.32  1.29  5.19
C  -0.39  -0.09  5.27
C  -0.55  -0.84  4.11
H  1.36  -2.98  0.95
H  1.55  -5.38  1.31
H  -0.36  -6.66  2.24
H  -2.48  -5.51  2.77
H  -2.70  -3.09  2.37
H  -3.14  0.59  2.09
H  -5.31  0.91  0.97
H  -5.82  -0.31  -1.11
H  -4.17  -1.89  -2.06
H  -1.99  -2.22  -0.95
H  -0.67  1.70  1.86
H  -0.36  3.01  3.90
H  -0.19  1.87  6.10
H  -0.31  -0.59  6.22
H  -0.59  -1.92  4.17
Se  2.09  2.29  0.36
C  0.43  3.04  0.05
N  -0.61  3.50  -0.14
S  -2.70  3.99  -4.08
C  -1.53  2.85  -3.44
C  -0.18  3.19  -3.46
C  0.73  2.35  -2.86
N  0.38  1.19  -2.29
C  -0.90  0.82  -2.35
C  -1.89  1.62  -2.90
C  -3.98  3.83  -2.86
C  -5.29  3.58  -3.25
C  -6.27  3.49  -2.27
N  -6.02  3.62  -0.98
C  -4.77  3.86  -0.62
C  -3.71  3.98  -1.51
H  0.14  4.14  -3.85
H  1.77  2.64  -2.76
H  -1.16  -0.13  -1.89
H  -2.92  1.29  -2.87
H  -5.54  3.45  -4.30
H  -7.30  3.30  -2.55
H  -4.58  3.96  0.44
H  -2.71  4.16  -1.15

Output
energy above the lowest of the compared OMol25 structures with the same formula, charge and spin	8.2	kcal per mole
strongest force on any atom	1.81	eV Å⁻¹
spin multiplicity	1
HOMO	-6.85	eV

=====

Computed, not measured: one molecule with the formula C3H3NO2 at a distorted geometry, with wB97M-V/def2-TZVPD.

Geometry (Å):
N  -2.31  -1.25  0.04
C  -1.61  -0.31  0.09
C  -0.61  0.77  0.05
O  -0.82  1.94  -0.07
C  0.87  0.19  0.12
O  0.99  -1.26  0.01
H  1.61  0.96  -0.62
H  1.25  0.45  1.30
H  0.63  -1.51  -0.92

Output
structure (SMILES)	N#CC(=O)CO
energy above the lowest of the compared OMol25 structures with the same formula, charge and spin	70.2	kcal per mole
strongest force on any atom	3.96	eV Å⁻¹
spin multiplicity	1
HOMO	-11.08	eV

=====

Computed, not measured: a 2-piece molecular cluster, C3H7BrS overall at a distorted geometry, with wB97M-V/def2-TZVPD.

Geometry (Å):
C  0.98  -1.28  -0.02
C  0.58  0.09  -0.57
C  -0.36  0.79  0.33
S  -0.90  2.35  -0.08
Br  -2.89  -0.75  -0.02
H  0.10  -1.90  0.10
H  1.48  -1.18  0.94
H  1.66  -1.77  -0.71
H  1.47  0.71  -0.71
H  0.12  -0.02  -1.56
H  -0.54  0.43  1.32
H  -1.71  2.52  0.97

Output
energy above the lowest of the compared OMol25 structures with the same formula, charge and spin	37.9	kcal per mole
strongest force on any atom	1.64	eV Å⁻¹
spin multiplicity	1
HOMO (alpha / beta)	-8.44 / -8.44	eV

=====

Computed, not measured: C34H26BrN5O2PdS3 as an isolated structure, with wB97M-V/def2-TZVPD.

Geometry (Å):
Pd  0.94  -0.50  -0.50
C  2.32  2.75  0.61
O  1.01  2.23  0.76
C  -0.04  3.05  0.57
C  0.06  4.42  0.52
C  -1.11  5.17  0.38
Br  -0.96  7.08  0.32
C  -2.33  4.58  0.28
C  -2.43  3.18  0.32
C  -1.29  2.39  0.45
O  -1.38  1.07  0.49
C  -3.76  2.60  0.22
N  -4.86  3.31  0.09
C  -5.88  2.39  0.05
C  -7.26  2.58  -0.07
C  -8.07  1.46  -0.07
C  -7.54  0.17  0.06
C  -6.18  -0.04  0.18
C  -5.36  1.09  0.17
N  -4.00  1.26  0.28
H  2.60  3.36  1.47
H  2.40  3.34  -0.31
H  2.97  1.89  0.52
H  1.01  4.91  0.61
H  -3.24  5.16  0.17
H  -0.52  0.50  0.24
H  -7.67  3.58  -0.16
H  -9.15  1.58  -0.16
H  -8.21  -0.68  0.06
H  -5.75  -1.03  0.28
H  -3.25  0.58  0.34
N  -1.09  -2.44  -2.09
C  -2.01  -2.66  -1.07
C  -3.38  -2.59  -1.35
C  -4.34  -2.89  -0.39
C  -3.95  -3.23  0.90
C  -2.59  -3.28  1.19
C  -1.60  -3.02  0.24
C  -0.17  -3.21  0.65
C  0.11  -4.48  1.18
C  1.36  -4.80  1.68
C  2.34  -3.81  1.68
C  2.06  -2.56  1.15
C  0.81  -2.19  0.59
H  -1.45  -1.82  -2.79
H  -0.21  -2.06  -1.72
H  -3.69  -2.32  -2.35
H  -5.39  -2.86  -0.65
H  -4.68  -3.44  1.67
H  -2.26  -3.54  2.19
H  -0.67  -5.23  1.17
H  1.56  -5.79  2.07
H  3.33  -4.02  2.08
H  2.85  -1.82  1.18
S  6.92  0.28  -4.09
C  5.51  0.46  -3.20
S  3.97  0.78  -3.95
C  3.16  0.77  -2.38
N  3.99  0.53  -1.41
N  5.30  0.36  -1.87
C  6.23  0.04  -0.86
C  7.58  0.36  -0.97
C  8.45  0.04  0.07
C  7.98  -0.60  1.21
C  6.63  -0.91  1.31
C  5.76  -0.60  0.29
S  1.49  1.08  -2.24
H  7.94  0.85  -1.86
H  9.50  0.29  -0.02
H  8.66  -0.85  2.01
H  6.25  -1.41  2.20
H  4.70  -0.84  0.36

Output
energy above the lowest of the compared OMol25 structures with the same formula, charge and spin	2.5	kcal per mole
strongest force on any atom	0.59	eV Å⁻¹
spin multiplicity	1
HOMO	-1.02	eV
total charge	-2

=====

Computed, not measured: C8H13IMnN8O as an isolated structure at a distorted geometry, with wB97M-V/def2-TZVPD.

Geometry (Å):
Mn  -0.44  -1.24  -1.49
C  -1.00  3.44  1.09
N  -1.53  2.13  0.67
C  -2.91  1.78  1.05
C  -0.81  1.29  -0.05
N  -1.20  0.05  -0.30
N  0.41  1.73  -0.52
C  1.16  1.18  -1.51
N  2.24  1.84  -1.88
N  0.78  0.06  -2.10
H  -1.65  3.85  1.85
H  -0.96  4.15  0.26
H  -0.01  3.34  1.55
H  -3.43  2.70  1.31
H  -2.93  1.11  1.91
H  -3.43  1.33  0.21
H  -2.07  -0.19  0.14
H  0.76  2.58  -0.11
H  2.56  2.66  -1.39
H  2.88  1.46  -2.56
H  1.37  -0.20  -2.88
I  -1.92  -1.39  -3.44
N  0.12  -4.60  0.54
C  0.57  -3.37  0.35
O  -0.09  -2.59  -0.46
C  1.72  -2.88  0.98
C  2.03  -1.51  0.76
N  2.20  -0.40  0.53
C  2.52  -3.71  1.80
N  3.15  -4.39  2.49
H  0.61  -5.24  1.15
H  -0.68  -4.94  0.04

Output
⟨S²⟩	0.91
energy above the lowest of the compared OMol25 structures with the same formula, charge and spin	17.9	kcal per mole
strongest force on any atom	1.96	eV Å⁻¹
spin multiplicity	2
HOMO (alpha / beta)	-14.54 / -14.65	eV
total charge	+2

=====

Computed, not measured: a 2-piece molecular cluster, C4H6N2O overall, with wB97M-V/def2-TZVPD.

Geometry (Å):
N  -1.97  -0.30  -0.07
C  -0.60  -0.13  -0.02
C  0.01  1.17  0.21
C  1.31  0.97  0.57
C  1.45  -0.46  0.44
O  1.86  -0.91  -0.71
N  0.23  -1.05  0.75
H  -2.29  -1.08  -0.63
H  -2.50  0.54  -0.26
H  -0.48  2.11  -0.02
H  2.12  1.69  0.55
H  0.64  -0.56  -1.20
H  0.21  -1.99  0.38

Output
energy above the lowest of the compared OMol25 structures with the same formula, charge and spin	112.9	kcal per mole
strongest force on any atom	0.31	eV Å⁻¹
spin multiplicity	1
HOMO (alpha / beta)	-8.00 / -8.00	eV

=====

Computed, not measured: C9H13ClF6N2O7PS3 as an isolated structure at a distorted geometry, with wB97M-V/def2-TZVPD.

Geometry (Å):
C  3.10  -1.27  3.26
C  2.50  -1.82  1.98
C  2.04  -0.77  0.98
Cl  1.89  -1.60  -0.62
C  0.69  -0.10  1.22
C  -0.59  -0.89  0.96
C  -0.91  -1.28  2.41
P  -2.31  -2.40  2.78
O  -2.97  -2.80  1.36
O  -3.42  -1.70  3.72
S  -1.66  -4.00  3.64
N  -0.87  0.03  3.08
C  0.42  0.52  2.62
O  1.07  1.25  3.22
H  4.00  -0.73  3.02
H  2.42  -0.70  3.87
H  3.41  -2.11  3.86
H  3.28  -2.39  1.49
H  1.72  -2.55  2.18
H  2.81  -0.04  0.84
H  0.74  0.79  0.60
H  -0.59  -1.64  0.19
H  -1.29  -0.09  0.76
H  -0.09  -1.78  2.91
H  -3.04  -2.00  0.81
H  -4.11  -1.32  3.16
H  -1.61  0.65  2.77
C  -2.22  3.47  -5.00
F  -3.51  3.64  -5.31
F  -1.52  3.41  -6.15
F  -1.80  4.57  -4.34
S  -1.99  1.95  -4.00
O  -2.44  0.89  -4.84
O  -2.76  2.19  -2.81
N  -0.42  2.08  -3.83
S  0.30  0.95  -2.98
O  0.35  -0.35  -3.59
O  0.03  0.97  -1.57
C  2.01  1.61  -3.13
F  2.10  2.85  -2.62
F  2.39  1.68  -4.42
F  2.88  0.83  -2.49

Output
strongest force on any atom	5.17	eV Å⁻¹
spin multiplicity	1
HOMO	-6.86	eV
total charge	-1

=====

Computed, not measured: C10H21HgNO10 as an isolated structure at a distorted geometry, with wB97M-V/def2-TZVPD.

Geometry (Å):
Hg  -0.29  0.94  0.73
C  -2.75  2.31  1.53
O  -1.81  2.82  0.78
O  -2.77  0.98  1.50
O  -3.22  2.84  2.58
C  0.31  1.67  3.45
O  -0.18  2.40  4.37
O  0.81  2.20  2.38
O  -0.30  0.55  3.17
C  -0.81  -2.44  -0.64
C  -0.24  -3.77  -0.15
O  -0.82  -4.18  1.09
O  -0.89  -1.42  0.33
H  -1.84  -2.70  -0.94
H  -0.31  -2.17  -1.57
H  0.85  -3.83  -0.15
H  -0.54  -4.54  -0.87
H  -0.14  -4.37  1.74
H  -1.41  -1.87  1.01
C  -3.01  0.93  -1.55
O  -1.63  0.87  -1.32
C  -0.91  1.71  -2.21
C  0.61  1.34  -2.19
N  1.23  1.76  -0.94
C  2.59  1.29  -0.65
C  2.82  -0.18  -0.32
O  1.92  -0.48  0.72
C  2.31  -1.53  1.56
H  -3.43  1.93  -1.69
H  -3.72  0.67  -0.76
H  -3.28  0.19  -2.32
H  -1.00  2.73  -1.81
H  -1.26  1.52  -3.23
H  0.94  1.80  -3.14
H  0.81  0.29  -2.40
H  1.38  2.76  -0.96
H  2.91  1.90  0.19
H  3.31  1.56  -1.44
H  3.87  -0.27  -0.03
H  2.60  -0.75  -1.23
H  1.61  -1.59  2.39
H  3.31  -1.36  1.97
H  2.38  -2.49  1.03

Output
strongest force on any atom	6.18	eV Å⁻¹
spin multiplicity	1
HOMO	1.18	eV
total charge	-2

=====

Computed, not measured: C24H35ClFeN9O3PS as an isolated structure at a distorted geometry, with wB97M-V/def2-TZVPD.

Geometry (Å):
Fe  0.82  -0.37  0.41
N  -1.22  -4.19  -1.32
C  -0.53  -3.02  -1.17
S  0.97  -3.05  -0.30
N  -1.02  -1.95  -1.73
N  -0.26  -0.83  -1.46
C  -0.08  -0.05  -2.44
C  0.73  1.15  -2.23
C  1.10  1.99  -3.26
C  1.93  3.06  -2.98
C  2.35  3.26  -1.68
C  1.91  2.38  -0.70
N  1.12  1.35  -0.97
H  -0.75  -5.05  -1.12
H  -1.98  -4.20  -1.97
H  -0.47  -0.29  -3.43
H  0.75  1.79  -4.27
H  2.25  3.73  -3.77
H  3.01  4.08  -1.42
H  2.20  2.51  0.34
N  -1.57  1.63  -0.18
C  -1.24  2.70  0.64
C  -1.71  3.97  0.40
C  -1.46  5.03  1.29
C  -0.77  4.82  2.45
C  -0.26  3.53  2.71
C  0.40  3.21  3.93
C  0.88  1.96  4.13
C  0.78  1.01  3.09
N  0.18  1.26  1.94
C  -0.41  2.49  1.78
H  -1.53  0.70  0.21
H  -2.33  1.77  -0.83
H  -2.32  4.14  -0.48
H  -1.84  6.01  1.06
H  -0.62  5.61  3.17
H  0.50  3.98  4.68
H  1.38  1.68  5.05
H  1.26  0.06  3.20
Cl  5.32  -1.17  2.36
C  4.74  -0.98  0.69
C  3.26  -0.72  0.56
O  2.79  -0.66  -0.59
O  2.52  -0.57  1.57
H  4.98  -1.89  0.14
H  5.28  -0.16  0.23
C  0.78  -2.03  5.16
N  0.62  -2.37  3.76
C  1.71  -3.18  3.21
P  -0.75  -2.14  2.88
O  -0.54  -1.40  1.59
N  -1.77  -1.28  3.84
C  -2.47  -0.09  3.37
C  -2.45  -1.96  4.94
N  -1.34  -3.64  2.56
C  -2.51  -3.73  1.68
C  -1.22  -4.76  3.49
H  1.79  -1.65  5.31
H  0.65  -2.90  5.81
H  0.08  -1.25  5.45
H  2.64  -2.61  3.21
H  1.49  -3.48  2.19
H  1.85  -4.09  3.81
H  -2.04  0.26  2.44
H  -2.40  0.71  4.11
H  -3.53  -0.31  3.20
H  -1.90  -2.85  5.25
H  -3.46  -2.27  4.66
H  -2.52  -1.30  5.80
H  -2.53  -2.88  1.00
H  -3.44  -3.75  2.26
H  -2.45  -4.64  1.09
H  -0.38  -4.62  4.16
H  -1.06  -5.68  2.93
H  -2.13  -4.89  4.09

Output
⟨S²⟩	8.77
energy above the lowest of the compared OMol25 structures with the same formula, charge and spin	0.0	kcal per mole
strongest force on any atom	1.23	eV Å⁻¹
spin multiplicity	6
HOMO (alpha / beta)	-10.56 / -10.54	eV
total charge	+1

=====

Computed, not measured: one molecule with the formula C5H6S3 at a distorted geometry, with wB97M-V/def2-TZVPD.

Geometry (Å):
C  -1.14  -1.32  -0.15
C  -0.23  -0.47  0.74
C  1.27  -0.25  0.16
S  2.59  -1.13  0.03
C  0.96  1.22  -0.13
S  0.64  1.54  -1.87
C  -0.33  1.03  0.71
S  -1.21  2.10  1.53
H  -0.99  -0.91  -1.09
H  -2.17  -1.19  0.20
H  -0.82  -2.29  -0.14
H  -0.22  -0.66  1.80
H  1.66  1.94  0.19
H  0.00  0.37  -1.99

Output
structure (SMILES)	C[C@H]1C(=S)[C@@H](S)C1=S
energy above the lowest of the compared OMol25 structures with the same formula, charge and spin	50.9	kcal per mole
strongest force on any atom	3.47	eV Å⁻¹
spin multiplicity	1
HOMO	-8.65	eV

=====

Values for calculated total energy, eV, ordered as above
-192706.753; -8742.088; -84100.790; -153256.043; -61879.402; -9268.607; -97481.928; -36843.546; -112041.938; -37785.586